{"formula": "C2H4O2S", "method": "wB97M-V/def2-TZVPD", "species": ["C", "H", "H", "O", "H", "C", "S", "H", "O"], "positions_angstrom": [[-0.6887, -1.0995, 0.2324], [0.2950, 1.6465, -1.4379], [1.2351, -1.5948, 0.5031], [-1.6695, 1.4044, 0.1329], [1.4053, 2.4357, -0.8362], [0.2353, -1.8209, 0.8637], [-1.7514, 0.0152, -0.3351], [-0.0025, -2.5250, 1.5769], [0.9415, 1.5383, -0.6998]], "atomic_forces_ev_per_a": [[-0.46, 1.21, 1.15], [0.36, -0.53, 0.93], [0.21, -0.65, 0.17], [-0.12, -0.30, 0.73], [-0.68, -2.08, 0.75], [-0.69, 2.75, -3.04], [0.92, -1.75, -0.60], [-0.27, -1.28, 1.65], [0.73, 2.63, -1.76]], "lowdin_charge": [-0.3720, 0.0284, 0.0749, -0.5721, 0.0826, 0.0055, 0.8498, 0.0355, -0.1325], "lumo_energy_ha": -0.0096, "fmax_ev_per_a": 4.15, "energy_ev": -17065.64260, "de_lowest_kcal_mol": 83.7, "homo_ha": -0.3393}